The following is a quantum chemistry calculation of a structure of composition C28H38BMgN3O4P2 at a distorted geometry, from the OMol25 dataset.

Last column: Mulliken charge in e.
Cartesian coordinates (Å):
Mg (-9.37, -14.94, 6.00)  1.30
O (-13.05, -20.77, 5.64)  -0.71
C (-13.42, -19.89, 6.44)  0.33
O (-14.38, -19.89, 7.22)  -0.71
C (-12.47, -18.71, 6.42)  -0.28
C (-11.18, -18.83, 5.87)  -0.91
C (-10.27, -17.79, 5.89)  0.74
N (-10.73, -16.54, 6.14)  0.33
C (-11.89, -16.37, 6.74)  1.19
C (-12.86, -17.42, 6.74)  -1.30
C (-12.14, -15.07, 7.36)  0.38
C (-13.38, -14.73, 7.94)  -1.19
C (-13.52, -13.46, 8.48)  -0.52
C (-12.40, -12.61, 8.56)  -1.05
C (-11.25, -12.99, 7.92)  -0.58
N (-11.10, -14.20, 7.32)  0.22
C (-8.83, -17.88, 5.83)  0.52
C (-8.20, -19.09, 5.53)  -0.67
C (-6.81, -19.14, 5.44)  -0.59
C (-6.07, -18.02, 5.86)  -1.05
C (-6.74, -16.81, 6.24)  -0.97
N (-8.07, -16.73, 6.14)  0.30
H (-10.85, -19.79, 5.38)  0.54
H (-13.87, -17.31, 7.10)  0.53
H (-14.22, -15.39, 7.98)  0.42
H (-14.48, -13.06, 8.81)  0.42
H (-12.42, -11.67, 9.10)  0.45
H (-10.39, -12.36, 7.85)  0.74
H (-8.86, -19.92, 5.23)  0.29
H (-6.26, -20.02, 5.12)  0.45
H (-5.00, -18.00, 5.79)  0.48
H (-6.26, -15.90, 6.55)  1.29
C (-11.21, -14.40, 2.98)  -1.71
P (-10.39, -13.23, 4.16)  1.09
C (-11.71, -12.04, 4.54)  -1.39
C (-9.25, -12.22, 2.96)  -1.10
C (-7.84, -12.70, 3.23)  -0.86
P (-7.64, -14.42, 3.86)  0.82
C (-5.81, -14.47, 3.94)  -1.30
C (-8.01, -15.34, 2.31)  -1.52
H (-11.46, -13.90, 2.07)  0.52
H (-12.19, -14.63, 3.41)  0.47
H (-10.70, -15.35, 2.87)  0.34
H (-12.09, -11.52, 3.65)  0.47
H (-11.25, -11.26, 5.20)  0.35
H (-12.46, -12.62, 5.09)  0.34
H (-9.36, -11.18, 3.22)  0.52
H (-9.52, -12.34, 1.88)  0.36
H (-7.29, -12.09, 4.00)  0.28
H (-7.24, -12.79, 2.30)  0.53
H (-5.34, -14.50, 2.94)  0.54
H (-5.63, -15.46, 4.45)  0.24
H (-5.34, -13.69, 4.51)  0.23
H (-7.28, -15.04, 1.54)  0.48
H (-9.05, -15.30, 2.06)  0.33
H (-7.75, -16.42, 2.38)  0.34
C (-4.83, -12.32, 7.22)  -2.04
C (-5.70, -13.14, 8.18)  2.00
C (-4.85, -14.06, 9.03)  -1.91
O (-6.47, -14.10, 7.25)  -0.17
B (-7.77, -13.86, 7.34)  -0.46
O (-8.10, -12.82, 8.15)  -0.06
C (-6.84, -12.40, 8.85)  1.26
C (-7.05, -12.73, 10.31)  -1.99
C (-6.75, -10.85, 8.77)  -1.76
H (-4.21, -13.06, 6.66)  0.45
H (-4.11, -11.63, 7.74)  0.35
H (-5.37, -11.72, 6.50)  0.37
H (-4.11, -14.57, 8.38)  0.36
H (-5.57, -14.71, 9.53)  0.39
H (-4.31, -13.51, 9.82)  0.37
H (-7.35, -13.78, 10.52)  0.30
H (-7.83, -12.10, 10.81)  0.40
H (-6.14, -12.52, 10.92)  0.39
H (-6.76, -10.55, 7.71)  0.29
H (-5.79, -10.49, 9.27)  0.32
H (-7.65, -10.44, 9.39)  0.37

The value obtained for the gap between HOMO and LUMO is 6.0 eV. The calculation puts the largest force on an atom at 3.64 eV/Å. The HOMO energy is -0.24863 hartree.

---

The following is a quantum chemistry calculation of a cluster of 2 separate species, C3H12N2OS in total at a distorted geometry, from the OMol25 dataset.

Last column: natural (NBO) charge in e.
Cartesian coordinates (Å):
N (1.04, 1.19, 1.46)  -0.85
C (-0.28, 0.54, 1.21)  -0.08
N (-0.76, 0.01, -0.23)  -0.62
C (0.38, -0.81, -0.67)  -0.27
C (1.03, -1.90, 0.21)  -0.54
S (2.75, -2.32, -0.37)  -0.06
H (1.75, 0.66, 1.00)  0.36
H (1.15, 2.20, 1.13)  0.37
H (-0.39, -0.51, 1.63)  0.20
H (-1.05, 1.25, 1.57)  0.19
H (-0.61, 0.66, -0.98)  0.35
H (0.03, -1.26, -1.65)  0.21
H (1.29, -0.25, -0.95)  0.16
H (1.19, -1.64, 1.39)  0.22
H (0.33, -2.80, 0.15)  0.23
H (2.72, -3.58, 0.21)  0.14
O (-3.38, 3.17, -1.95)  -0.93
H (-3.87, 2.34, -2.18)  0.47
H (-3.32, 3.04, -0.98)  0.47

The value obtained for the gap between HOMO and LUMO is 9.9 eV. The SMILES is NCNCCS.O. The calculation puts the largest force on an atom at 3.43 eV/Å. The HOMO energy is -0.33933 hartree.

---

The following is a quantum chemistry calculation of a structure of composition C26H48IrN3O7P2Se at a distorted geometry, from the OMol25 dataset.

Last column: Löwdin spin population.
Cartesian coordinates (Å):
Ir (-0.09, -0.06, 0.57)  2.51
C (-1.72, 0.56, -3.70)  0.00
C (-1.82, 2.04, -3.99)  0.00
C (-0.85, 2.50, -5.06)  0.00
O (-1.62, 2.82, -2.78)  0.01
P (-0.66, 2.56, -1.58)  0.01
O (-1.07, 1.32, -0.81)  0.12
C (1.09, 2.58, -2.09)  0.00
P (2.14, 2.01, -0.72)  0.01
O (1.82, 0.59, -0.34)  0.10
O (1.88, 2.88, 0.56)  0.01
C (2.48, 4.18, 0.86)  0.00
C (2.28, 5.19, -0.25)  0.00
C (3.96, 4.03, 1.21)  0.00
O (3.62, 2.25, -1.16)  0.01
C (4.57, 1.30, -1.72)  0.00
C (5.11, 0.42, -0.61)  0.00
C (3.97, 0.51, -2.86)  0.00
O (-0.76, 3.85, -0.72)  0.00
C (-1.98, 4.17, 0.01)  0.00
C (-1.79, 3.71, 1.45)  0.00
C (-2.23, 5.67, -0.09)  0.00
H (-1.96, 0.00, -4.61)  0.00
H (-2.42, 0.28, -2.91)  0.00
H (-0.71, 0.30, -3.39)  0.00
H (-2.84, 2.30, -4.28)  0.00
H (0.16, 2.17, -4.85)  0.00
H (-0.86, 3.58, -5.15)  0.00
H (-1.15, 2.08, -6.02)  0.00
H (1.34, 3.59, -2.39)  0.00
H (1.26, 1.92, -2.93)  0.00
H (1.92, 4.49, 1.75)  0.00
H (2.87, 4.91, -1.13)  0.00
H (2.65, 6.16, 0.09)  0.00
H (1.23, 5.28, -0.51)  0.00
H (4.55, 3.92, 0.31)  0.00
H (4.13, 3.17, 1.85)  0.00
H (4.30, 4.92, 1.73)  0.00
H (5.37, 1.96, -2.09)  0.00
H (4.30, -0.18, -0.20)  0.00
H (5.54, 1.02, 0.18)  0.00
H (5.87, -0.24, -1.01)  0.00
H (3.13, -0.09, -2.49)  0.00
H (4.73, -0.15, -3.27)  0.00
H (3.62, 1.17, -3.65)  0.00
H (-2.81, 3.62, -0.46)  0.00
H (-0.90, 4.19, 1.87)  0.00
H (-1.65, 2.63, 1.47)  0.00
H (-2.66, 3.99, 2.04)  0.00
H (-1.42, 6.23, 0.37)  0.00
H (-3.16, 5.91, 0.43)  0.00
H (-2.34, 5.96, -1.13)  0.00
C (-0.59, 4.54, 7.88)  0.04
C (-0.39, 3.71, 6.68)  0.18
C (-1.43, 2.96, 6.12)  0.05
C (-1.25, 2.14, 5.03)  0.08
C (-2.38, 1.35, 4.47)  0.02
C (0.05, 2.07, 4.44)  0.32
Se (0.42, 0.90, 3.01)  1.03
C (1.12, 2.82, 4.99)  0.07
C (2.50, 2.71, 4.45)  0.04
C (0.88, 3.64, 6.08)  0.05
H (-1.63, 4.58, 8.19)  0.00
H (-0.21, 5.56, 7.72)  0.01
H (0.02, 4.15, 8.71)  0.02
H (-2.41, 3.04, 6.56)  0.00
H (-3.26, 1.48, 5.08)  0.00
H (-2.13, 0.29, 4.43)  0.01
H (-2.61, 1.68, 3.45)  0.00
H (2.49, 2.38, 3.41)  0.03
H (3.06, 1.98, 5.04)  0.00
H (3.02, 3.66, 4.52)  0.00
H (1.70, 4.21, 6.49)  0.00
C (-1.54, -5.58, 0.98)  0.00
N (-1.23, -4.22, 1.31)  0.01
C (-1.42, -3.69, 2.64)  0.01
C (-1.04, -2.24, 2.46)  0.03
O (-1.01, -1.36, 3.31)  0.10
N (-0.73, -2.05, 1.14)  0.08
C (-0.86, -3.24, 0.50)  0.01
N (-0.63, -3.37, -0.80)  0.01
H (-1.36, -6.21, 1.85)  0.00
H (-0.91, -5.94, 0.16)  0.00
H (-2.59, -5.69, 0.69)  0.00
H (-0.77, -4.19, 3.38)  0.00
H (-2.45, -3.79, 2.98)  0.00
H (-0.34, -2.57, -1.33)  0.01
H (-0.71, -4.26, -1.26)  0.00

Its expectation value of S² is 8.7753. The value obtained for the gap between HOMO and LUMO (spin up / spin down) is 9.2 / 5.7 eV. The calculation puts the largest force on an atom at 1.63 eV/Å. The charge is +3. The HOMO energy (spin up / spin down) is -0.61700 / -0.63131 hartree. As for the spin multiplicity: 6.

---

The following is a quantum chemistry calculation of a structure of composition C36H53Cl3N6NdS2Si at a distorted geometry, from the OMol25 dataset.

Last column: Löwdin spin population.
Cartesian coordinates (Å):
Nd (-0.28, 0.88, -0.46)  3.03
C (2.13, 3.08, 6.27)  0.00
C (2.04, 1.60, 5.89)  0.00
C (0.96, 0.93, 6.74)  0.00
C (3.40, 0.94, 6.15)  0.00
C (1.69, 1.42, 4.41)  0.00
C (1.66, 2.48, 3.51)  0.00
C (1.31, 2.24, 2.19)  0.00
N (1.01, 1.02, 1.74)  0.00
C (1.07, -0.02, 2.59)  0.00
C (1.40, 0.15, 3.91)  0.00
C (0.71, -1.35, 2.02)  0.00
C (1.14, -2.53, 2.58)  0.00
C (0.73, -3.76, 2.06)  0.00
C (-0.12, -3.71, 0.96)  0.00
C (-0.47, -2.49, 0.41)  0.00
N (-0.05, -1.32, 0.91)  0.00
C (1.19, -5.07, 2.70)  0.00
C (0.80, -6.28, 1.85)  0.00
C (2.71, -5.04, 2.87)  0.00
C (0.53, -5.19, 4.08)  0.00
H (2.31, 3.16, 7.34)  0.00
H (1.20, 3.61, 6.06)  0.00
H (2.94, 3.60, 5.76)  0.00
H (1.16, 1.12, 7.80)  0.00
H (0.95, -0.15, 6.61)  0.00
H (-0.03, 1.31, 6.51)  0.00
H (3.67, 1.06, 7.20)  0.00
H (4.19, 1.39, 5.55)  0.00
H (3.37, -0.13, 5.93)  0.00
H (1.88, 3.49, 3.81)  0.00
H (1.26, 3.04, 1.47)  0.00
H (1.40, -0.71, 4.57)  0.00
H (1.80, -2.50, 3.44)  0.00
H (-0.50, -4.61, 0.50)  0.00
H (-1.10, -2.44, -0.47)  0.00
H (1.21, -6.22, 0.84)  0.00
H (-0.28, -6.40, 1.78)  0.00
H (1.20, -7.18, 2.31)  0.00
H (3.22, -4.90, 1.92)  0.00
H (3.04, -5.99, 3.29)  0.00
H (3.04, -4.26, 3.55)  0.00
H (-0.56, -5.20, 4.00)  0.00
H (0.81, -4.37, 4.73)  0.00
H (0.84, -6.12, 4.55)  0.00
Cl (-1.95, 2.91, 0.07)  0.00
Si (-2.74, 0.89, 1.31)  0.00
Cl (-4.79, 1.33, 1.14)  0.00
Cl (-2.31, 1.54, 3.25)  0.00
C (-0.54, 1.95, -4.81)  0.00
C (-1.91, 1.35, -5.04)  0.00
N (-2.93, 1.90, -4.15)  0.00
C (-3.26, 1.46, -2.94)  0.00
S (-2.52, 0.05, -2.25)  0.00
N (-4.20, 2.10, -2.25)  0.00
C (-4.89, 3.33, -2.63)  0.00
C (-4.08, 4.58, -2.34)  0.00
H (0.18, 1.50, -5.50)  0.00
H (-0.17, 1.79, -3.80)  0.00
H (-0.55, 3.03, -4.99)  0.00
H (-1.90, 0.27, -4.90)  0.00
H (-2.26, 1.54, -6.05)  0.00
H (-3.36, 2.76, -4.46)  0.00
H (-4.33, 1.75, -1.31)  0.00
H (-5.83, 3.33, -2.07)  0.00
H (-5.19, 3.26, -3.68)  0.00
H (-3.85, 4.66, -1.28)  0.00
H (-4.63, 5.47, -2.65)  0.00
H (-3.12, 4.58, -2.87)  0.00
C (3.75, 4.93, -0.87)  0.00
C (2.59, 4.73, -1.86)  0.00
C (1.59, 5.89, -1.72)  0.00
C (3.14, 4.70, -3.29)  0.00
C (1.90, 3.46, -1.58)  0.00
C (1.29, 2.41, -1.40)  -0.01
H (4.27, 5.87, -1.10)  0.00
H (4.46, 4.11, -0.94)  0.00
H (3.38, 4.99, 0.15)  0.00
H (2.10, 6.84, -1.92)  0.00
H (1.17, 5.92, -0.72)  0.00
H (0.77, 5.78, -2.44)  0.00
H (3.67, 5.63, -3.51)  0.00
H (2.33, 4.59, -4.01)  0.00
H (3.83, 3.87, -3.43)  0.00
N (1.17, -3.59, -3.50)  0.00
C (0.40, -2.54, -3.13)  0.00
S (1.12, -1.21, -2.36)  0.00
N (-0.92, -2.55, -3.37)  0.00
C (-1.82, -3.55, -3.76)  0.00
C (-1.55, -4.92, -3.89)  0.00
C (-2.59, -5.79, -4.30)  0.00
C (-3.87, -5.32, -4.58)  0.00
C (-4.13, -3.95, -4.43)  0.00
C (-3.12, -3.07, -4.03)  0.00
H (2.16, -3.46, -3.37)  0.00
H (0.88, -4.20, -4.25)  0.00
H (-1.35, -1.66, -3.15)  0.00
H (-0.61, -5.38, -3.64)  0.00
H (-2.37, -6.85, -4.39)  0.00
H (-4.65, -6.00, -4.89)  0.00
H (-5.12, -3.56, -4.63)  0.00
H (-3.34, -2.02, -3.91)  0.00

Its expectation value of S² is 3.7532. The value obtained for the gap between HOMO and LUMO (spin up / spin down) is 8.1 / 8.1 eV. The calculation puts the largest force on an atom at 1.28 eV/Å. The charge is +1. The HOMO energy (spin up / spin down) is -0.39247 / -0.39339 hartree. As for the spin multiplicity: 4.